# 1
This record from the Open Molecules 2025 dataset describes the molecule C4H4O2. The level of theory is ωB97M-V/def2-TZVPD.

Calculated values
Orbital gap, hartree: 0.40284
Electronic energy, eV: -8305.01711
ΔE to the lowest compared entry with this formula, charge and spin, kcal per mole: 47.5
SMILES: C#C[C@@H](O)C=O

```
10
C4H4O2 (ωB97M-V/def2-TZVPD)
O -0.663 1.680 0.327
O -1.761 -0.345 -1.024
C -1.063 -0.656 -0.090
C 1.115 0.042 0.149
C 2.057 -0.424 -0.439
C -0.233 0.396 0.649
H -0.907 -1.704 0.220
H -1.113 1.592 -0.531
H 2.871 -0.837 -0.994
H -0.304 0.257 1.735
```

Here are the Löwdin charges for atoms 1 to 4, given in e: -0.001, 0.077, -0.196, -0.071

# 2
This record from the Open Molecules 2025 dataset describes the molecule C7H8BrCl in a non-equilibrium geometry. The level of theory is ωB97M-V/def2-TZVPD.

Calculated values
Orbital gap, hartree: 0.34978
Electronic energy, eV: -89950.68028
ΔE to the lowest compared entry with this formula, charge and spin, kcal per mole: 23.4
SMILES: ClC1=C(C2(Br)CC2)CC1

```
17
C7H8BrCl (ωB97M-V/def2-TZVPD)
Br -2.066 -1.828 -0.242
Cl 1.708 2.078 -0.480
C -0.957 -0.292 -0.612
C -0.471 -0.103 -2.002
C -0.005 -0.022 0.417
C 1.557 0.240 1.811
C 0.427 -0.698 1.722
C -1.623 0.758 -1.518
C 1.037 0.852 0.430
H 0.544 0.313 -2.085
H -0.345 -0.727 2.464
H 1.482 1.020 2.513
H 2.621 -0.065 1.700
H 0.967 -1.638 1.604
H -1.347 1.731 -1.166
H -2.683 0.814 -1.964
H -0.587 -0.857 -2.761
```

Here are the Löwdin charges for atoms 1 to 4, given in e: 0.739, 0.732, -0.797, -0.154

# 3
This record from the Open Molecules 2025 dataset describes a 2-piece molecular cluster, C12H14N3 overall in a non-equilibrium geometry. The level of theory is ωB97M-V/def2-TZVPD.

Calculated values
Orbital gap, hartree: 0.26006
Electronic energy, eV: -17132.23581
Net charge: +1
ΔE to the lowest compared entry with this formula, charge and spin, kcal per mole: 40.9

```
29
C12H14N3 (ωB97M-V/def2-TZVPD)
N -1.558 -1.302 0.345
N -4.855 -0.434 -0.376
N -1.371 0.019 0.203
C 0.374 0.765 1.056
C 3.654 -1.171 -0.721
C -2.816 -1.649 0.043
C 0.456 2.182 0.541
C 2.802 -1.927 0.092
C -2.563 0.640 -0.157
C 2.259 0.766 -0.302
C 1.764 2.210 -0.338
C -3.503 -0.454 -0.186
C 1.404 -0.007 0.497
C 1.673 -1.357 0.694
C 3.364 0.199 -0.899
H -0.040 0.419 1.956
H 1.068 -2.047 1.454
H -0.809 -1.933 0.596
H -3.301 -2.710 -0.043
H 3.084 -2.956 0.144
H 4.435 -1.700 -1.225
H 2.420 2.937 0.070
H -0.392 2.599 -0.168
H -5.372 0.383 -0.566
H -2.830 1.687 -0.375
H 3.883 0.810 -1.649
H -5.406 -1.330 -0.725
H 0.599 2.745 1.352
H 1.578 2.617 -1.312
```

Here are the Löwdin charges for atoms 1 to 4, given in e: 0.018, 0.075, -0.001, 0.055

# 4
This record from the Open Molecules 2025 dataset describes C60H143N9O11 as an isolated structure in a non-equilibrium geometry. The level of theory is ωB97M-V/def2-TZVPD.

Calculated values
Orbital gap, hartree: 0.28922
Electronic energy, eV: -100452.29765
ΔE to the lowest compared entry with this formula, charge and spin, kcal per mole: 182.8

```
223
C60H143N9O11 (ωB97M-V/def2-TZVPD)
O 18.758 5.712 8.948
O 12.639 2.453 3.611
O 16.104 5.599 8.020
O 22.332 4.626 3.632
O 10.695 8.156 6.034
O 13.692 8.346 11.839
O 15.567 2.171 8.501
O 15.956 0.371 6.089
O 21.628 6.788 5.139
O 13.050 8.046 2.678
O 16.719 9.170 6.137
N 13.933 7.431 7.632
N 13.866 7.226 1.890
N 21.132 4.200 3.062
N 12.418 3.431 4.603
N 14.445 10.823 5.492
N 21.436 5.835 7.785
N 13.862 9.866 9.370
N 12.524 -0.209 4.966
N 14.746 1.696 9.561
C 15.923 8.706 2.102
C 16.484 1.901 11.293
C 15.866 11.203 5.332
C 15.283 7.316 2.277
C 21.107 4.337 1.619
C 16.980 1.321 5.841
C 14.505 0.390 11.644
C 13.978 3.965 10.385
C 11.754 6.632 8.173
C 22.402 7.436 6.154
C 20.359 3.387 5.186
C 13.319 7.133 12.436
C 14.830 0.631 5.259
C 15.890 12.721 5.282
C 15.953 4.838 6.846
C 20.584 3.013 3.724
C 10.296 2.438 5.316
C 10.860 4.768 5.891
C 12.635 7.160 7.058
C 15.500 0.962 10.605
C 10.038 9.263 5.461
C 15.017 9.555 10.277
C 14.808 8.225 10.972
C 19.263 2.550 3.120
C 16.181 -0.262 10.007
C 18.298 5.311 11.231
C 13.872 -0.570 5.457
C 16.045 6.223 1.522
C 13.134 5.649 5.465
C 14.377 -1.753 4.665
C 13.622 8.430 -0.323
C 13.449 7.122 0.476
C 13.427 5.145 3.045
C 19.277 2.507 1.570
C 15.336 6.882 3.741
C 14.293 6.036 -0.252
C 17.321 4.530 6.185
C 22.571 7.872 8.628
C 14.820 4.064 4.815
C 13.585 2.573 9.851
C 13.372 1.304 12.070
C 12.047 8.378 6.348
C 22.184 3.508 0.895
C 10.225 4.144 3.518
C 15.774 6.149 0.020
C 16.620 10.543 6.483
C 17.511 8.436 7.035
C 15.323 10.723 11.188
C 21.214 5.817 1.213
C 18.414 6.385 10.167
C 11.993 6.642 0.457
C 11.653 6.014 5.530
C 12.831 2.673 8.506
C 20.484 7.522 4.768
C 21.750 7.243 7.524
C 12.659 1.898 10.876
C 19.741 3.862 1.029
C 10.984 3.701 4.782
C 21.552 1.806 3.673
C 13.390 4.514 4.444
H 15.038 4.024 5.882
H 16.946 2.405 10.433
H 15.443 -0.892 9.507
H 13.291 3.396 7.833
H 12.791 1.625 4.100
H 12.091 9.200 7.080
H 23.439 7.295 8.940
H 16.191 7.031 -0.478
H 14.688 10.700 12.073
H 19.126 4.615 11.080
H 20.643 5.869 8.427
H 12.223 5.804 8.715
H 17.870 3.768 6.739
H 14.551 7.848 6.927
H 23.374 6.936 6.123
H 9.807 5.030 6.014
H 16.972 8.718 2.397
H 21.001 5.431 6.958
H 20.792 7.776 7.414
H 12.672 8.663 5.493
H 15.069 3.092 4.370
H 15.368 9.297 2.840
H 14.425 1.580 5.630
H 12.141 1.056 10.408
H 12.693 7.345 13.302
H 10.853 4.824 2.941
H 12.571 0.805 12.626
H 19.832 3.854 -0.056
H 13.824 11.042 4.722
H 10.469 9.602 4.513
H 14.074 -0.564 11.332
H 15.415 5.402 6.081
H 11.596 6.775 -0.547
H 22.899 8.866 8.316
H 21.904 8.000 9.484
H 15.713 8.031 11.562
H 18.261 2.203 1.308
H 11.457 7.329 8.965
H 14.555 8.437 -0.885
H 15.190 13.089 4.532
H 9.919 3.300 2.907
H 15.325 11.706 10.718
H 17.565 11.073 6.626
H 13.945 3.963 11.473
H 17.893 5.397 8.639
H 10.798 6.208 7.850
H 15.733 13.192 6.251
H 11.924 5.609 0.799
H 19.165 7.122 10.463
H 13.752 -2.639 4.827
H 12.624 6.370 6.295
H 16.574 2.325 5.997
H 15.803 9.178 1.131
H 17.798 1.028 6.493
H 20.632 8.601 4.680
H 9.255 2.729 5.478
H 14.161 6.605 12.904
H 17.610 7.417 6.660
H 22.537 2.110 4.034
H 13.665 6.549 5.138
H 22.133 6.243 1.617
H 13.688 9.300 0.338
H 12.685 5.935 2.915
H 16.022 10.638 7.395
H 16.850 13.085 4.897
H 18.960 4.562 1.342
H 21.216 0.974 4.289
H 19.921 1.679 1.268
H 11.972 2.711 11.125
H 21.229 5.949 0.133
H 13.839 -0.679 6.544
H 16.960 8.318 7.977
H 19.641 4.203 5.281
H 18.517 8.831 7.207
H 10.005 10.058 6.212
H 13.505 5.459 6.474
H 12.841 6.471 11.712
H 16.353 6.997 4.130
H 20.159 7.142 3.797
H 17.514 6.990 10.019
H 15.599 4.680 4.356
H 17.083 4.209 5.166
H 15.254 6.060 8.146
H 12.744 8.652 -0.930
H 21.982 2.440 0.828
H 11.798 2.988 8.669
H 12.099 0.373 5.690
H 18.030 5.341 5.998
H 13.158 4.610 10.050
H 17.125 6.341 1.629
H 19.628 7.359 5.435
H 23.192 3.646 1.293
H 11.237 4.362 6.832
H 15.797 9.345 9.537
H 12.861 1.674 8.073
H 15.750 5.248 1.919
H 13.018 9.857 9.938
H 21.320 3.682 5.617
H 20.324 6.271 1.651
H 11.590 6.730 6.356
H 16.206 10.731 4.404
H 13.930 5.058 0.074
H 10.354 1.640 4.576
H 15.058 0.214 12.571
H 22.089 5.430 4.134
H 14.403 5.547 2.770
H 16.038 2.723 11.848
H 21.653 1.512 2.632
H 11.400 7.231 1.158
H 15.509 3.851 7.010
H 13.999 10.798 9.001
H 14.432 9.805 5.540
H 13.700 2.043 12.811
H 19.044 1.523 3.419
H 22.604 8.488 5.938
H 15.334 -2.087 5.075
H 13.238 4.406 2.262
H 9.381 4.782 3.788
H 12.348 7.479 3.018
H 16.288 5.291 -0.417
H 13.926 8.201 8.327
H 11.385 6.499 4.592
H 17.238 1.319 11.821
H 15.494 1.405 7.907
H 14.092 6.187 -1.314
H 17.443 4.647 11.083
H 16.926 0.114 9.299
H 14.722 7.476 4.423
H 18.431 3.150 3.502
H 22.280 3.860 -0.138
H 18.297 5.721 12.242
H 17.359 1.315 4.813
H 10.685 2.079 6.270
H 16.371 10.656 11.512
H 20.090 2.555 5.842
H 14.899 4.314 9.920
H 14.456 -1.623 3.588
H 14.637 7.373 10.309
H 16.688 -0.933 10.700
H 15.167 0.692 4.220
H 11.963 -1.055 5.064
H 15.017 5.848 3.867
H 9.033 8.924 5.208
```

Here are the Löwdin charges for atoms 1 to 4, given in e: -0.119, -0.020, -0.089, -0.018

# 5
This record from the Open Molecules 2025 dataset describes the molecule C8H8ClNO3 in a non-equilibrium geometry. The level of theory is ωB97M-V/def2-TZVPD.

Calculated values
Orbital gap, hartree: 0.34496
Electronic energy, eV: -28576.22447
ΔE to the lowest compared entry with this formula, charge and spin, kcal per mole: 96.7
SMILES: CO[C@](Cl)(c1ccccc1)[N+](=O)[O-]

```
21
C8H8ClNO3 (ωB97M-V/def2-TZVPD)
Cl 2.917 -0.163 -1.657
O 2.702 -2.163 0.744
O 2.192 1.139 0.702
O 3.876 -0.485 1.439
N 2.936 -0.989 0.856
C -1.616 -0.712 0.944
C 0.414 -1.651 -0.770
C -1.843 -1.780 0.063
C 1.524 2.254 0.017
C -0.346 -0.087 0.940
C -0.829 -2.208 -0.815
C 2.023 -0.030 0.118
C 0.648 -0.548 0.071
H 1.034 -2.070 -1.545
H 0.911 1.896 -0.721
H 2.255 2.898 -0.471
H -0.079 0.730 1.448
H 0.827 2.727 0.846
H -2.355 -0.367 1.616
H -2.692 -2.292 -0.183
H -0.950 -3.011 -1.512
```

Here are the Löwdin charges for atoms 1 to 4, given in e: 0.581, 0.099, -0.102, 0.109

# 6
This record from the Open Molecules 2025 dataset describes a 3-piece molecular cluster, CH7BrN3 overall in a non-equilibrium geometry. The level of theory is ωB97M-V/def2-TZVPD.

Calculated values
Orbital gap, hartree: 0.40953
Electronic energy, eV: -75656.59287
Net charge: +1
ΔE to the lowest compared entry with this formula, charge and spin, kcal per mole: 0.0

```
12
CH7BrN3 (ωB97M-V/def2-TZVPD)
Br -0.992 2.922 1.189
N 3.019 -1.667 -0.228
N 0.720 -0.925 -0.312
N -1.726 0.062 -0.649
C 1.841 -1.195 -0.257
H -1.671 -0.016 -1.673
H -2.678 -0.238 -0.451
H 3.786 -1.167 -0.461
H 3.049 -2.651 -0.016
H -0.918 -0.534 -0.391
H -1.630 1.006 -0.212
H -0.328 3.985 0.667
```

Here are the Löwdin charges for atoms 1 to 4, given in e: 0.484, 0.187, 0.151, 0.241

> Which value of orbital gap does entry 4 give?

0.28922 hartree

What did the third record say?
This record from the Open Molecules 2025 dataset describes a 2-piece molecular cluster, C12H14N3 overall in a non-equilibrium geometry. The level of theory is ωB97M-V/def2-TZVPD.

Calculated values
Orbital gap, hartree: 0.26006
Electronic energy, eV: -17132.23581
Net charge: +1
ΔE to the lowest compared entry with this formula, charge and spin, kcal per mole: 40.9

```
29
C12H14N3 (ωB97M-V/def2-TZVPD)
N -1.558 -1.302 0.345
N -4.855 -0.434 -0.376
N -1.371 0.019 0.203
C 0.374 0.765 1.056
C 3.654 -1.171 -0.721
C -2.816 -1.649 0.043
C 0.456 2.182 0.541
C 2.802 -1.927 0.092
C -2.563 0.640 -0.157
C 2.259 0.766 -0.302
C 1.764 2.210 -0.338
C -3.503 -0.454 -0.186
C 1.404 -0.007 0.497
C 1.673 -1.357 0.694
C 3.364 0.199 -0.899
H -0.040 0.419 1.956
H 1.068 -2.047 1.454
H -0.809 -1.933 0.596
H -3.301 -2.710 -0.043
H 3.084 -2.956 0.144
H 4.435 -1.700 -1.225
H 2.420 2.937 0.070
H -0.392 2.599 -0.168
H -5.372 0.383 -0.566
H -2.830 1.687 -0.375
H 3.883 0.810 -1.649
H -5.406 -1.330 -0.725
H 0.599 2.745 1.352
H 1.578 2.617 -1.312
```

Here are the Löwdin charges for atoms 1 to 4, given in e: 0.018, 0.075, -0.001, 0.055

> What is the orbital gap in the third record?

0.26006 hartree

> Which formula does entry 4 have?

C60H143N9O11